Record 1
C3HOS | the ωB97M-V functional and the def2-TZVPD basis

Geometry as XYZ:
```
6
Properties=species:S:1:pos:R:3:mulliken_charge:R:1
C 0.659 0.562 -0.153 -0.498
C 1.908 -0.319 -0.594 0.632
C 2.566 -1.387 -1.089 -0.493
O 1.920 0.922 0.178 -0.240
S 3.507 -2.705 -2.102 -0.390
H 0.478 0.142 1.104 -0.010
```

Properties
- ΔE to the lowest compared entry with this formula, charge and spin: 567.5 kJ/mol
- Net charge: -1
- M: 85.11 g mol⁻¹
- Lowest unoccupied orbital energy (alpha / beta): 3.4 / 3.4 eV
- Kohn-Sham gap (alpha / beta): 6.750 / 6.745 eV
- HOMO energy (alpha / beta): -3.36 / -3.36 eV



Record 2
C64H149AlF6N9O22S2 | the ωB97M-V functional and the def2-TZVPD basis

Geometry as XYZ:
```
253
Properties=species:S:1:pos:R:3:mulliken_charge:R:1
Al 0.573 -3.145 -3.175 1.212
C 1.915 0.808 -1.070 -0.449
F 1.723 2.080 -1.252 -0.089
F 3.096 0.453 -1.516 0.396
F 1.856 0.592 0.273 0.082
S 0.559 -0.194 -1.947 0.889
O -0.233 0.744 -2.640 -0.295
O 1.195 -1.155 -2.885 -0.733
N -0.094 -1.157 -0.898 -0.265
S -1.130 -1.042 0.252 -0.203
O -1.269 0.302 0.803 -0.107
O -2.352 -1.768 -0.138 0.864
C -0.337 -2.222 1.501 -0.130
F 0.834 -1.758 1.874 -0.140
F -1.152 -2.304 2.501 -0.084
F -0.272 -3.394 0.894 0.437
C 5.643 -2.518 -2.105 -0.737
C 5.614 -3.851 -1.362 1.333
C 6.830 -4.127 -0.452 -1.118
C 6.749 -3.299 0.779 -0.522
C 5.545 -3.807 1.608 -1.153
C 4.261 -3.470 0.855 1.942
N 4.229 -3.819 -0.643 0.495
O 3.307 -4.093 -1.150 -0.110
C 3.912 -2.014 0.840 0.135
C 3.069 -4.152 1.587 -2.210
C 5.702 -4.960 -2.531 -1.667
H 6.487 -2.276 -2.725 0.752
H 5.591 -1.710 -1.368 -0.196
H 4.712 -2.408 -2.717 -0.329
H 7.760 -4.005 -1.010 0.468
H 6.706 -5.154 -0.119 0.318
H 6.526 -2.256 0.518 0.116
H 7.669 -3.289 1.344 0.394
H 5.474 -3.407 2.651 0.509
H 5.726 -4.899 1.637 0.275
H 3.703 -1.650 1.873 0.520
H 3.058 -1.813 0.164 -0.325
H 4.776 -1.455 0.478 -1.074
H 2.096 -3.918 1.153 -0.089
H 3.233 -3.994 2.646 0.576
H 3.237 -5.201 1.388 0.665
H 5.491 -5.929 -2.113 0.485
H 6.725 -4.902 -2.877 0.494
H 5.057 -4.737 -3.378 0.024
C -3.387 0.972 2.944 -1.642
C -4.593 1.677 3.574 2.498
C -5.872 0.825 3.262 -0.226
C -7.109 1.282 3.970 -1.232
C -6.825 1.257 5.457 -0.679
C -5.574 2.005 5.962 1.678
N -4.466 1.553 5.056 0.867
O -3.185 2.061 5.591 -0.557
C -5.674 3.563 5.991 -1.652
C -5.347 1.540 7.407 -1.940
C -4.692 3.137 3.094 -1.198
H -3.266 -0.073 3.219 0.302
H -2.477 1.542 3.167 0.481
H -3.547 1.006 1.881 -0.300
H -6.078 0.823 2.192 -0.029
H -5.644 -0.201 3.599 -0.304
H -7.999 0.694 3.710 0.449
H -7.323 2.301 3.636 0.338
H -6.627 0.220 5.729 -0.248
H -7.667 1.616 6.050 0.558
H -5.857 3.981 6.992 0.432
H -4.763 4.033 5.585 0.257
H -6.483 3.910 5.332 0.324
H -5.070 0.472 7.549 0.157
H -4.559 2.074 7.922 0.455
H -6.254 1.652 8.006 0.461
H -3.830 3.713 3.480 0.117
H -5.575 3.649 3.464 0.401
H -4.661 3.214 1.983 -0.253
H -2.782 1.246 5.925 0.309
C 1.824 7.155 1.889 -1.688
C 1.564 6.303 0.610 1.651
C 2.296 5.026 0.613 -0.124
C 1.733 4.107 1.748 -0.986
C 0.238 3.855 1.517 -0.487
C -0.639 5.069 1.437 1.405
N 0.071 6.045 0.540 1.487
O -0.689 7.167 0.282 -0.560
C -1.915 4.589 0.674 -0.299
C -0.941 5.701 2.810 -1.462
C 1.977 7.187 -0.575 -2.041
H 2.843 7.566 1.889 0.423
H 1.707 6.602 2.829 0.229
H 1.194 8.053 2.021 0.275
H 2.043 4.526 -0.348 -0.876
H 3.390 5.116 0.699 0.780
H 1.904 4.667 2.651 0.564
H 2.310 3.185 1.857 -0.363
H -0.131 3.179 2.319 0.611
H 0.245 3.240 0.614 -0.480
H -2.643 5.385 0.589 0.800
H -1.613 4.211 -0.318 -0.874
H -2.376 3.762 1.216 -0.137
H -0.073 5.908 3.406 0.349
H -1.525 6.639 2.793 0.376
H -1.540 4.972 3.399 0.179
H 1.968 6.683 -1.540 0.162
H 3.071 7.330 -0.472 0.491
H 1.553 8.177 -0.653 0.424
H -0.822 7.724 1.080 0.291
C 6.922 3.110 -3.866 -1.703
C 5.510 3.381 -3.295 1.930
C 4.951 4.704 -3.741 -0.884
C 4.521 4.742 -5.177 -0.992
C 3.527 3.568 -5.439 -1.043
C 4.148 2.239 -5.131 1.817
N 4.579 2.300 -3.748 0.991
O 5.078 0.970 -3.408 -0.428
C 2.882 1.240 -5.132 -1.035
C 5.159 1.753 -6.140 -1.549
C 5.634 3.359 -1.740 -2.310
H 6.976 3.432 -4.919 0.294
H 7.189 2.047 -3.844 0.129
H 7.669 3.722 -3.335 0.527
H 4.065 4.896 -3.141 -0.038
H 5.696 5.475 -3.477 0.438
H 5.370 4.694 -5.836 0.379
H 3.995 5.668 -5.407 0.544
H 3.221 3.607 -6.488 0.605
H 2.661 3.769 -4.806 -0.051
H 3.174 0.205 -4.859 -0.451
H 2.111 1.547 -4.404 -0.474
H 2.439 1.257 -6.129 0.779
H 4.722 1.438 -7.116 0.440
H 6.002 2.443 -6.426 0.230
H 5.705 0.840 -5.849 0.211
H 6.422 4.104 -1.545 0.645
H 5.989 2.443 -1.299 0.532
H 4.721 3.700 -1.235 0.185
H 4.884 0.904 -2.478 0.005
C -2.706 -2.447 -4.336 -0.323
C -1.443 -1.798 -4.855 -0.264
O -0.321 -2.709 -4.816 -0.868
O -2.396 -2.944 -3.049 -0.235
H -3.084 -3.292 -4.976 0.319
H -3.527 -1.715 -4.301 0.191
H -1.177 -0.949 -4.228 -0.088
H -1.550 -1.401 -5.871 0.444
H -0.441 -3.517 -5.356 0.368
H -3.258 -3.034 -2.559 0.008
C 0.658 -7.093 -0.400 -0.384
C 1.743 -7.397 -1.425 -0.650
O 1.762 -6.494 -2.534 -0.026
O 0.882 -5.853 0.272 -0.109
H 0.652 -7.856 0.364 0.465
H -0.345 -7.061 -0.921 0.116
H 1.596 -8.469 -1.769 0.408
H 2.694 -7.270 -0.935 0.220
H 2.176 -6.886 -3.313 0.131
H 0.120 -5.662 0.844 0.122
C -3.667 1.509 -2.648 1.103
C -3.580 1.929 -1.168 0.291
O -4.935 1.917 -0.561 -0.605
O -4.475 2.305 -3.446 -0.661
H -4.061 0.489 -2.707 -0.681
H -2.662 1.496 -3.075 -0.342
H -3.231 2.958 -1.145 0.789
H -2.922 1.346 -0.540 -0.403
H -5.094 2.804 -0.216 0.373
H -5.376 2.373 -3.155 0.375
C -0.316 4.518 -2.720 1.576
C -0.344 4.070 -4.224 -0.095
O 0.324 4.985 -5.074 -0.619
O -0.964 5.747 -2.570 -0.770
H 0.732 4.678 -2.409 -0.464
H -0.747 3.702 -2.111 -0.923
H -1.375 3.908 -4.520 0.500
H 0.171 3.106 -4.239 -0.089
H 0.787 5.615 -4.501 0.381
H -0.566 6.238 -1.845 0.323
C -3.372 -5.691 -0.069 -0.503
C -3.033 -5.415 1.413 -0.131
O -1.669 -5.664 1.640 -0.441
O -2.398 -5.164 -0.946 -0.265
H -4.391 -5.255 -0.267 0.033
H -3.412 -6.786 -0.315 0.423
H -3.646 -6.111 2.029 0.514
H -3.334 -4.395 1.685 -0.099
H -1.497 -5.639 2.585 0.206
H -1.987 -4.419 -0.483 -0.022
C 6.166 2.642 4.797 -1.571
C 4.779 2.566 4.172 0.962
C 4.434 1.173 3.714 -0.623
O 5.155 0.612 2.675 -0.463
C 5.092 1.372 1.483 -0.292
N 3.741 3.137 5.053 -0.663
H 7.010 2.158 4.289 0.306
H 6.119 2.214 5.805 0.395
H 6.452 3.703 4.957 0.385
H 4.776 3.159 3.251 0.018
H 3.350 1.205 3.397 0.064
H 4.442 0.512 4.612 0.523
H 5.768 2.249 1.554 0.506
H 4.050 1.716 1.329 0.037
H 5.393 0.696 0.664 -0.178
H 3.805 2.641 5.948 0.319
H 2.816 2.952 4.700 0.203
C 3.789 -2.627 -5.864 -1.329
C 2.423 -3.235 -5.491 0.857
C 2.217 -4.608 -6.062 -1.162
O 0.916 -5.026 -5.664 -0.119
C 0.694 -6.376 -5.997 -0.873
N 2.252 -3.322 -3.980 0.794
H 3.893 -2.266 -6.904 0.447
H 4.658 -3.288 -5.701 0.324
H 3.999 -1.724 -5.309 0.072
H 1.584 -2.645 -5.861 0.225
H 2.986 -5.288 -5.708 0.473
H 2.349 -4.428 -7.138 0.422
H 0.486 -6.474 -7.056 0.297
H -0.063 -6.764 -5.348 0.227
H 1.677 -6.860 -5.793 0.319
H 2.781 -2.555 -3.560 -0.664
H 2.718 -4.191 -3.713 0.221
C -4.603 -3.133 4.076 -0.771
C -4.822 -2.385 5.424 2.562
C -6.229 -2.608 5.945 -1.348
O -6.223 -2.195 7.276 -0.395
C -7.455 -2.366 7.917 -0.797
N -3.906 -3.056 6.367 -0.837
H -3.602 -2.950 3.689 -0.256
H -5.343 -2.811 3.321 -0.367
H -4.793 -4.200 4.211 0.670
H -4.695 -1.326 5.296 -1.099
H -6.513 -3.663 5.970 0.935
H -6.931 -2.071 5.298 0.149
H -7.858 -3.358 7.720 0.333
H -8.193 -1.612 7.585 0.256
H -7.328 -2.189 8.994 0.264
H -4.126 -2.713 7.291 0.313
H -2.931 -2.791 6.204 0.272
C -6.326 -1.108 -2.221 -1.765
C -5.433 -1.342 -1.038 2.143
C -6.196 -1.334 0.302 -0.626
O -7.035 -2.470 0.362 -0.421
C -7.793 -2.537 1.567 -0.245
N -4.732 -2.657 -1.306 -0.085
H -5.823 -1.162 -3.226 0.270
H -6.901 -0.175 -2.158 0.354
H -7.141 -1.841 -2.201 0.445
H -4.672 -0.586 -0.996 -1.231
H -6.725 -0.392 0.416 0.596
H -5.461 -1.414 1.110 0.101
H -8.468 -1.722 1.850 0.253
H -7.099 -2.678 2.392 -0.090
H -8.388 -3.432 1.439 0.351
H -4.057 -2.816 -0.562 -0.342
H -5.463 -3.390 -1.240 0.305
```

Properties
- Net charge: +1
- M: 1602.04 g mol⁻¹
- Lowest unoccupied orbital energy: -3.7 eV
- Kohn-Sham gap: 3.924 eV
- HOMO energy: -7.64 eV



Record 3
F16KN8Na2O32S16 | the ωB97M-V functional and the def2-TZVPD basis

Geometry as XYZ:
```
75
Properties=species:S:1:pos:R:3:mulliken_charge:R:1
Na -0.462 -0.783 -0.481 1.410
Na 2.697 -1.420 -0.310 0.957
K -3.283 0.354 2.430 0.857
N -0.145 -2.494 6.179 -0.456
S 1.272 -1.959 7.080 1.051
O 2.555 -2.687 7.014 -0.473
O 0.720 -1.474 8.357 -0.680
F 1.519 -0.536 6.322 -0.209
S 0.477 -3.176 5.014 0.926
O 0.154 -4.626 4.954 -0.706
O 1.792 -2.913 4.423 -0.164
F -0.540 -2.412 3.960 -0.210
N 0.593 -2.863 -0.329 0.040
S 0.988 -4.408 -0.947 0.949
O 0.106 -4.973 -1.963 -0.595
O 1.721 -5.384 -0.185 -0.689
F 2.227 -3.918 -1.736 -0.306
S -0.337 -3.553 0.702 0.837
O 0.242 -4.143 1.924 -0.563
O -1.494 -4.309 0.236 -0.705
F -1.050 -2.191 1.235 -0.337
N -2.759 6.024 -0.165 -0.215
S -2.493 7.358 0.828 1.041
O -1.316 8.270 0.608 -0.625
O -3.161 7.442 2.110 -0.633
F -3.509 8.275 0.009 -0.323
S -1.554 5.347 0.549 1.053
O -1.641 4.920 1.963 -0.620
O -0.265 5.650 -0.003 -0.567
F -1.909 3.903 -0.176 -0.091
N 1.418 0.307 0.443 -0.054
S 1.749 1.805 0.073 0.569
O 3.151 2.076 -0.039 -0.681
O 0.907 2.884 0.564 -0.379
F 1.318 1.751 -1.554 -0.239
S 0.993 0.655 2.049 0.611
O -0.406 0.971 2.189 -0.541
O 1.892 1.343 2.945 -0.493
F 0.978 -0.837 2.657 -0.013
N -0.126 -1.625 -5.254 -0.509
S 0.130 -1.314 -3.820 0.868
O 1.473 -1.582 -3.356 -0.613
O -0.903 -1.506 -2.818 -0.134
F 0.130 0.320 -3.998 -0.262
S -0.404 -3.241 -5.036 1.075
O -1.737 -3.475 -4.539 -0.565
O 0.715 -4.031 -4.597 -0.537
F -0.589 -3.641 -6.575 -0.317
N 5.810 -3.237 2.681 -0.605
S 5.011 -4.118 3.578 1.106
O 4.066 -5.027 2.923 -0.578
O 4.796 -3.582 4.900 -0.565
F 6.256 -5.098 3.826 -0.371
S 4.391 -2.350 2.400 1.114
O 4.113 -1.368 3.416 -0.550
O 3.300 -2.936 1.722 -0.277
F 4.975 -1.479 1.271 -0.314
N -1.605 4.955 -4.318 -0.113
S -1.869 5.371 -5.707 0.959
O -3.011 4.878 -6.468 -0.647
O -0.664 5.819 -6.365 -0.644
F -2.539 6.823 -5.343 -0.374
S -0.851 3.508 -4.735 1.006
O 0.563 3.529 -4.846 -0.625
O -1.520 2.637 -5.660 -0.588
F -1.102 2.952 -3.287 0.014
N -2.834 -0.335 -0.224 0.141
S -3.062 1.169 -1.044 1.069
O -3.823 2.065 -0.253 -0.606
O -3.207 1.208 -2.466 -0.572
F -1.451 1.563 -0.955 0.054
S -4.059 -0.997 -0.982 0.701
O -3.727 -1.761 -2.169 -0.505
O -5.374 -0.307 -0.951 -0.656
F -4.417 -2.067 0.122 -0.308
```

Properties
- ΔE to the lowest compared entry with this formula, charge and spin: 0.0 kJ/mol
- Net charge: -5
- M: 1526.14 g mol⁻¹
- Lowest unoccupied orbital energy: 6.7 eV
- Kohn-Sham gap: 6.691 eV
- HOMO energy: 0.02 eV



Record 4
C6H11NO | the ωB97M-V functional and the def2-TZVPD basis

Geometry as XYZ:
```
19
Properties=species:S:1:pos:R:3:mulliken_charge:R:1
C -0.022 2.608 0.743 -0.781
C 1.167 2.254 1.345 -0.579
N 1.709 1.195 0.602 0.222
C 0.854 0.850 -0.412 -2.158
C -0.200 1.774 -0.316 2.203
C -1.433 1.824 -1.190 -1.543
C 1.079 -0.241 -1.414 -2.118
H -0.651 3.384 1.274 0.288
H 1.632 2.597 2.304 0.505
H 2.589 0.638 0.801 0.405
H -2.033 0.839 -1.280 0.398
H -2.159 2.531 -0.768 0.296
H -1.364 2.290 -2.055 0.463
H 0.141 -0.474 -1.825 0.394
H 1.394 -1.254 -1.029 0.961
H 1.862 0.008 -2.296 0.375
H -1.761 -6.274 2.228 0.640
H -1.009 -7.332 1.373 0.599
O -1.796 -7.216 1.917 -1.571
```

Properties
- ΔE to the lowest compared entry with this formula, charge and spin: 127.8 kJ/mol
- Net charge: -1
- M: 113.16 g mol⁻¹
- Lowest unoccupied orbital energy (alpha / beta): 3.4 / 3.5 eV
- Kohn-Sham gap (alpha / beta): 2.171 / 8.281 eV
- 2S+1: 2
- HOMO energy (alpha / beta): 1.21 / -4.76 eV